# 1
The following is a DFT calculation (ωB97M-V with the def2-TZVPD basis set) of a structure of composition C21H22BrN4O4SW.

LUMO level (spin up / spin down), Ha: -0.1450 / -0.1450
Net charge: +1
HOMO level (spin up / spin down), eV: -11.0 / -11.0

Geometry as XYZ:
```
54
Properties=species:S:1:pos:R:3:nbo_charge:R:1
W 0.16808 0.70189 0.11380 1.782
Br 1.68269 -0.59700 8.47761 0.121
S 2.05963 0.66528 -1.29736 -0.067
O -1.59289 0.63674 -0.61108 -0.682
O -0.50664 -0.09806 1.98995 -0.654
O 1.27328 1.08416 1.84130 -0.656
O 0.12759 -1.30745 -0.39590 -0.687
N 0.01539 -3.35662 -1.21573 -0.537
N 1.52335 3.22374 -0.84308 -0.337
N 3.47237 2.84233 -2.02816 -0.777
N 0.43907 2.50455 -0.41712 -0.280
C -1.90452 2.88273 -0.00600 -0.146
C 1.45451 -2.91431 -3.63969 -0.409
C -2.39075 1.75858 -0.65062 0.355
C 1.05971 -4.33500 -3.22838 -0.411
C 2.37473 2.40927 -1.36603 0.294
C -0.09283 -0.62410 4.76189 -0.128
C 0.17188 -0.84530 6.09930 -0.247
C 0.79194 0.13902 4.00124 -0.169
C -4.39661 2.89926 -1.21574 -0.181
C 1.32118 -0.29848 6.65914 -0.041
C 0.50485 0.37424 2.59589 0.793
C -0.53757 -1.51522 -2.72131 -0.521
C 0.24228 -2.03900 -3.95719 -0.402
C 1.94004 0.68512 4.57230 -0.129
C 2.20819 0.46563 5.90998 -0.247
C -0.14161 -4.34091 -2.28812 -0.228
C -3.93357 4.03434 -0.56008 -0.215
C -2.68191 4.02993 0.04161 -0.166
C -0.10496 -2.05840 -1.39104 0.763
C -3.62708 1.74507 -1.26649 -0.267
C -0.51774 2.76167 0.52982 -0.156
H 3.66326 3.83161 -1.98563 0.417
H 2.05182 -2.44347 -2.85236 0.201
H -0.50173 -1.43133 6.70753 0.243
H 4.26901 2.23191 -2.09057 0.407
H -3.98183 0.84636 -1.75312 0.226
H 3.09176 0.87990 6.37340 0.243
H -0.45954 -0.43397 -2.65927 0.256
H 0.30919 -3.65872 -0.29751 0.425
H -1.60693 -1.73171 -2.80520 0.260
H 0.78895 -4.91847 -4.11100 0.225
H -5.37263 2.90652 -1.68197 0.226
H 0.56728 -1.16707 -4.52276 0.235
H 2.10444 -2.96347 -4.51292 0.237
H -2.31073 4.91381 0.54510 0.223
H -0.22229 3.30883 1.42154 0.220
H 2.61253 1.27739 3.96691 0.240
H -1.06087 -4.10897 -2.82649 0.210
H -0.28369 -5.31236 -1.82071 0.234
H -4.54817 4.92280 -0.51806 0.227
H 1.90578 -4.84092 -2.76032 0.220
H -0.43655 -2.59051 -4.61018 0.215
H -0.98117 -1.03182 4.29889 0.241
```

---

# 2
The following is a DFT calculation (ωB97M-V with the def2-TZVPD basis set) of a structure of composition C21H22Cl3FeN3O3Se2.

LUMO level (spin up / spin down), Ha: -0.0699 / -0.0493
2S+1: 5
HOMO level (spin up / spin down), eV: -7.8 / -8.3
Expectation value of S²: 6.076

Geometry as XYZ:
```
55
Properties=species:S:1:pos:R:3:mulliken_spin:R:1
Se -0.06516 0.21449 2.66632 0.071
Se 1.28494 2.42532 0.41200 -0.061
Fe -0.20683 0.38505 -0.17979 3.007
Cl 4.07153 -0.46188 -0.08961 0.139
Cl 3.20277 -2.56002 -2.79700 0.074
Cl 4.30474 0.04946 -3.56209 0.071
O -1.39779 1.69410 -0.53901 0.050
O 0.74497 -1.16206 0.29577 0.006
O -2.72821 4.07274 -0.84876 0.000
N 0.93189 0.24295 -2.09909 0.201
N -1.47509 -0.97496 -0.73179 -0.073
N -0.99822 -2.27785 -0.66313 -0.019
C 3.13853 -0.86651 -2.73268 0.545
C 0.91548 -3.53005 0.08178 0.004
C -4.57393 0.51910 -1.93943 -0.005
C 2.25438 -3.48148 0.45696 -0.002
C -2.47188 4.27030 0.53935 0.006
C 2.22714 1.89448 2.04309 0.006
C 2.77335 2.57533 -0.81861 0.002
C -4.58985 2.89820 -1.71408 -0.005
C -2.63583 1.66342 -1.01162 -0.011
C -5.22235 1.72012 -2.10844 0.012
C 2.96247 -4.66354 0.61765 -0.001
C 1.86329 0.50218 2.51018 -0.002
C -3.32308 2.88366 -1.16611 0.006
C 0.17485 -2.26914 -0.11028 0.001
C 1.00032 -5.93049 0.03341 0.000
C -0.51501 1.78368 3.72472 0.003
C 2.33838 -5.88444 0.41032 0.001
C -2.63568 -0.79806 -1.24220 -0.035
C 0.28817 -4.75671 -0.13476 0.002
C -3.28503 0.47840 -1.39087 0.034
C 1.92529 -0.26105 -2.41072 -0.014
H -2.02975 5.25928 0.62952 0.000
H 0.51515 -6.88380 -0.13096 0.000
H -1.54136 1.65400 4.05948 0.000
H 2.33891 2.75790 -1.79895 0.000
H 2.20743 -0.24379 1.79494 -0.005
H 3.35168 1.65134 -0.79777 0.002
H -5.04799 -0.40978 -2.23140 0.001
H 2.31640 0.29573 3.47991 0.001
H -3.40655 4.23679 1.10648 0.000
H -0.75121 -4.77573 -0.43182 0.000
H -6.21366 1.75441 -2.53789 0.001
H 3.36866 3.43231 -0.51270 -0.003
H -5.07414 3.85909 -1.83203 -0.001
H -1.77786 3.52374 0.92528 -0.001
H 1.97320 2.64676 2.78850 -0.001
H 4.00778 -4.62369 0.89445 0.000
H -3.15095 -1.69266 -1.58092 -0.010
H -0.44100 2.69751 3.13952 0.001
H 3.29448 1.96016 1.83291 -0.001
H 2.74870 -2.52384 0.57313 0.003
H 2.89429 -6.80494 0.53660 0.000
H 0.13926 1.83439 4.59226 0.003
```

---

# 3
The following is a DFT calculation (ωB97M-V with the def2-TZVPD basis set) of a cluster of 2 separate species, C21H22Cl3O4 in total.

LUMO level, Ha: 0.0864
Net charge: -1
HOMO level, eV: -2.9

Geometry as XYZ:
```
50
Properties=species:S:1:pos:R:3:nbo_charge:R:1
Cl -0.14362 -0.41151 0.24410 -0.002
Cl 3.28911 -0.02173 -1.40087 -0.060
Cl 0.22683 4.27039 -2.21391 -0.061
O -0.54104 2.54200 1.63988 -0.516
O 2.06581 -0.89677 1.84381 -0.551
O 2.22836 1.43856 1.94445 -0.518
O 1.85351 -1.15480 -3.42634 -0.704
C 0.55826 2.61985 -2.64701 -0.124
C -0.36352 2.77510 -4.94665 -0.206
C 3.73811 -2.22430 2.50816 -0.626
C 0.11577 0.15611 2.05581 -0.171
C -0.27548 -0.87021 3.15675 -0.430
C -0.83101 0.72147 -6.11224 -0.267
C 0.17655 2.01558 -3.86359 -0.083
C 1.25188 1.92233 -1.58507 -0.205
C 1.61287 0.43161 1.98214 0.801
C -0.77328 1.35192 1.97794 0.576
C 1.81206 0.70886 -1.99964 -0.193
C -0.88496 2.15339 -6.02901 -0.236
C 1.32820 -0.09370 -3.09757 0.397
C -0.20067 -0.02813 -5.11685 -0.171
C -2.08954 -2.28109 1.85536 -0.422
C -3.21347 0.05282 1.72496 -0.408
C -3.23369 -1.34830 2.39513 -0.396
C 3.52959 -0.89688 1.77863 -0.099
C -0.89278 -2.26079 2.70347 -0.389
C -2.35049 1.13363 2.30563 -0.496
C 0.41076 0.61709 -4.05041 -0.122
H 3.01098 -2.95456 2.09360 0.219
H 0.65754 -1.15888 3.68331 0.239
H -1.90473 -2.11110 0.79196 0.232
H -0.44280 3.85855 -4.79478 0.211
H -1.28202 0.21056 -7.00409 0.192
H -2.80034 2.07670 1.93175 0.239
H -1.11150 -2.89616 3.61162 0.204
H -3.11777 -0.02745 0.63235 0.222
H -1.33346 2.74028 -6.80431 0.196
H 3.98281 -0.01954 2.35203 0.197
H 4.80667 -2.52834 2.47997 0.205
H -2.53277 -3.28490 1.99058 0.201
H 1.35673 2.25310 -0.56751 0.238
H -4.22604 -1.78150 2.10183 0.205
H -3.18257 -1.19856 3.49534 0.190
H 3.36552 -2.07258 3.53566 0.195
H -0.08780 -2.78297 2.16315 0.227
H -0.03171 -1.08954 -5.27004 0.224
H -0.80146 -0.34708 4.00521 0.217
H -4.22695 0.50853 1.85606 0.201
H 3.83683 -0.91721 0.69216 0.228
H -2.33930 1.10017 3.39706 0.202
```

---

# 4
The following is a DFT calculation (ωB97M-V with the def2-TZVPD basis set) of a structure of composition C21H22CrIN8O7S2.

LUMO level (spin up / spin down), Ha: 0.0694 / 0.0694
2S+1: 5
Net charge: -1
HOMO level (spin up / spin down), eV: -4.8 / -5.9
Expectation value of S²: 6.008

Geometry as XYZ:
```
62
Properties=species:S:1:pos:R:3:mulliken_spin:R:1
I 1.65377 -3.20962 -3.54781 0.000
Cr -0.00781 2.20572 2.22783 3.990
S -2.22074 -0.75327 4.52153 -0.001
S -2.06311 -1.03909 1.16241 0.007
O -2.16912 -0.51314 -0.20261 0.001
O -1.72249 5.41258 3.21319 0.009
O -3.27081 -1.55364 1.76397 0.005
O 0.05772 4.26220 3.27909 0.023
O 1.62855 1.16960 1.92599 -0.027
O 3.85270 1.26002 1.53500 0.009
O -1.79426 3.39252 2.46701 -0.009
N -1.17869 4.36349 2.97110 -0.012
N -0.52398 1.09724 3.92421 0.020
N -1.10781 3.01496 -1.60715 0.001
N -1.42529 0.11251 1.96758 0.048
N -0.14549 3.93242 -1.55453 0.004
N 1.67093 -5.38449 -0.11157 0.000
N -0.24716 2.85045 0.25482 -0.047
N 0.41412 3.74916 -0.40104 0.025
C -1.36130 -3.39397 0.09081 0.000
C -1.34223 0.18550 3.35751 -0.044
C -1.14495 0.35104 -3.25956 -0.001
C -0.48469 -4.41530 -0.22844 0.000
C -1.90890 2.77512 -2.86487 0.001
C -0.93281 -2.37075 0.91865 -0.004
C 2.50044 0.02150 0.02143 -0.010
C 1.18045 -3.43161 1.12527 0.001
C 0.93852 -1.21205 -1.32270 0.002
C -1.21426 2.36792 -0.45526 -0.002
C 0.77493 -4.39771 0.28853 0.000
C 2.03790 -1.72446 -1.99212 0.002
C -0.56172 1.02489 5.27400 0.000
C 3.59793 -0.57010 -0.67164 0.000
C 0.29117 2.26634 -4.08637 0.000
C -1.40068 0.08309 5.80818 0.003
C 3.37602 -1.50218 -1.71224 -0.001
C 0.31869 -2.37413 1.46412 0.003
C 2.69403 0.89959 1.26537 0.005
C -1.19748 1.76904 -3.78366 0.000
C 1.21164 -0.33472 -0.29924 -0.018
H 0.84111 1.77228 -4.81000 0.000
H -0.54542 -0.28280 -3.90029 0.000
H -1.66821 1.90292 -4.76799 0.000
H 2.62379 -5.12094 -0.13908 0.000
H -1.80771 -0.06542 6.85288 0.000
H 0.32741 0.02491 0.26970 0.034
H -2.11437 -0.25222 -3.22782 0.000
H -0.02948 1.71744 5.86460 -0.001
H -0.82548 -5.19147 -0.95784 0.000
H 1.35056 -6.01146 -0.77900 0.000
H 4.60516 -0.42502 -0.40885 0.000
H 4.19235 -1.91451 -2.30954 0.000
H -1.95724 1.54783 -0.37766 -0.026
H 0.04602 -1.77131 -1.27226 0.000
H -2.83416 2.27650 -2.64902 0.000
H -2.06086 3.75454 -3.31068 0.000
H -2.25162 -3.27412 -0.49807 0.000
H -0.69635 0.20816 -2.30314 0.000
H 0.80229 2.31600 -3.14628 0.000
H 2.22912 -3.35629 1.49626 0.000
H 0.24744 3.28788 -4.41482 0.000
H 0.75194 -1.52959 2.06213 0.008
```

---

# 5
The following is a DFT calculation (ωB97M-V with the def2-TZVPD basis set) of a cluster of 2 separate species, C21H22F2N3O5Si in total.

LUMO level, Ha: -0.1290
Net charge: +1
HOMO level, eV: -11.2

Geometry as XYZ:
```
54
Properties=species:S:1:pos:R:3:nbo_charge:R:1
Si -1.14338 1.36410 -1.63772 1.621
F -2.60298 -3.21253 -1.08272 -0.313
F -3.13028 -2.04480 0.64488 -0.314
O 5.46060 1.01429 3.28568 -0.516
O -1.53012 -0.36145 2.81017 -0.372
O 6.05682 -0.76861 -1.01395 -0.635
O 3.02501 -0.02969 3.51519 -0.637
O 3.57626 -1.74671 -0.81138 -0.552
N 0.15240 -1.90574 2.15254 -0.567
N -0.89744 -5.32725 1.70955 -0.446
N -1.35247 -3.41379 0.84218 -0.358
C 5.07581 0.37425 2.32784 0.468
C -2.00816 -0.03886 -0.69766 -0.866
C -3.84190 5.08592 -0.92774 -0.202
C -2.65770 4.99533 -0.21154 -0.207
C 3.98850 -1.13010 0.15524 0.462
C -1.80873 3.90135 -0.40203 -0.228
C 0.64316 1.64997 -1.11431 -1.130
C 5.36891 -0.54486 0.10404 0.378
C 3.20336 -0.93624 1.36391 -0.397
C -0.77598 -1.19256 2.60700 0.914
C -1.66157 -4.71072 0.80423 0.277
C 5.87103 0.16057 1.12670 -0.401
C -2.06711 -2.49871 -0.06534 0.840
C -1.15675 1.01965 -3.50764 -1.113
C -4.21829 4.11781 -1.85579 -0.203
C 3.70437 -0.23452 2.38700 0.329
C -0.09404 -4.40838 2.33816 -0.055
C -3.37007 3.02418 -2.05136 -0.232
C -0.37805 -3.17671 1.82233 0.294
C -2.17833 2.91723 -1.32476 -0.396
C -1.21171 -1.36118 -0.65999 -0.483
H -4.51705 5.92507 -0.76572 0.221
H -0.98461 -1.63793 -1.69676 0.255
H 0.63313 -4.63395 3.10483 0.270
H 2.21859 -1.37607 1.39389 0.231
H 1.34932 0.93026 -1.54674 0.245
H -1.52593 1.89660 -4.04791 0.257
H -2.38274 -5.23365 0.19327 0.275
H -3.67403 2.26325 -2.76909 0.208
H -2.96151 -0.23315 -1.21042 0.246
H 6.86290 0.58921 1.10120 0.252
H -5.14786 4.15676 -2.41548 0.221
H -0.24678 -1.24894 -0.15737 0.236
H -0.97735 -6.32558 1.84827 0.462
H -0.15636 0.76714 -3.87881 0.245
H 5.47427 -1.29648 -1.59135 0.505
H 0.77816 1.70118 -0.02591 0.234
H -2.26142 0.33720 0.29979 0.245
H 0.94027 2.63166 -1.51224 0.259
H -0.88579 3.79395 0.16381 0.210
H -1.79939 0.15565 -3.72877 0.231
H 3.61112 0.50666 4.08544 0.513
H -2.38812 5.74994 0.52341 0.220
```

---

# 6
The following is a DFT calculation (ωB97M-V with the def2-TZVPD basis set) of a structure of composition C21H22IrN2O3P.

LUMO level (spin up / spin down), Ha: -0.4364 / -0.4364
2S+1: 2
Net charge: +3
HOMO level (spin up / spin down), eV: -18.1 / -18.1
Expectation value of S²: 0.755

Geometry as XYZ:
```
50
Properties=species:S:1:pos:R:3:mulliken_spin:R:1
Ir -0.85918 0.06667 -0.05404 0.003
P 1.32166 0.39254 -0.43155 0.003
O -1.41113 -1.86014 0.47876 0.115
O -2.91466 -3.56495 0.21610 0.245
O -2.97893 -0.03813 -0.57644 0.033
N -0.79111 2.11122 -0.22267 0.001
N 1.48865 2.01851 -0.09064 0.001
C 4.33726 -1.41069 -2.46218 0.000
C -1.93310 2.82277 -0.44328 0.004
C 5.22417 -0.36514 -0.46887 0.000
C 0.65039 0.23755 2.34727 0.001
C -3.66845 -1.27635 -0.77046 0.406
C -3.60735 -1.72383 -2.19046 0.038
C -1.97041 4.19344 -0.41909 0.000
C 0.59958 -0.46229 3.53058 0.001
C 0.83402 -1.83680 3.51774 -0.001
C 0.90011 -0.43639 1.11091 0.008
C 3.96676 0.08599 -0.11251 0.000
C 3.06538 -0.96081 -2.13763 0.000
C 0.38955 4.20535 -0.03411 -0.001
C -2.40407 -2.52408 0.19446 0.058
C 5.40717 -1.11457 -1.62777 0.000
C 1.11120 -1.86145 1.14374 -0.013
C 0.35087 2.81531 -0.08746 0.001
C 2.89540 -0.22087 -0.96953 -0.001
C -4.90710 -1.40545 0.04344 0.027
C -0.79073 4.89793 -0.17999 0.000
C 1.09408 -2.53568 2.33482 0.006
H 6.06726 -0.14041 0.17041 0.000
H -2.90381 4.70501 -0.59995 0.000
H -4.75837 -1.13118 1.08970 0.009
H -0.79424 5.97881 -0.14424 0.000
H -2.81747 2.26356 -0.68156 -0.005
H 2.39232 2.47036 -0.17921 0.000
H -2.61842 -1.59173 -2.63003 0.006
H 0.83515 -2.37887 4.45678 0.000
H -4.31355 -1.10171 -2.75668 0.035
H 2.23283 -1.17134 -2.79555 0.000
H 3.83173 0.61612 0.82206 0.000
H 4.49446 -1.97084 -3.37383 0.000
H -3.50476 0.52835 0.01525 -0.004
H 6.39615 -1.48151 -1.87174 0.000
H 1.33202 4.71561 0.10077 0.000
H -5.28198 -2.42616 -0.00649 -0.003
H 1.35126 -2.38370 0.22563 0.000
H 1.28493 -3.59937 2.37293 0.000
H -5.67587 -0.75103 -0.38837 0.030
H 0.55112 1.31561 2.34866 0.000
H -3.91989 -2.76203 -2.28100 -0.003
H 0.41909 0.04678 4.46735 0.000
```